{
  "formula": "CH5O3PS",
  "method": "ωB97M-V with the def2-TZVPD basis set",
  "elements": ["C", "O", "O", "O", "P", "S", "H", "H", "H", "H", "H"],
  "positions_angstrom": [[-1.710079, -0.332397, 0.186929], [1.299746, 0.754244, 0.818084], [1.749979, 0.782934, -1.420550], [-0.776811, 0.054090, -0.774226], [0.949331, -0.196109, -0.402293], [1.513795, -2.052611, -0.352916], [-1.253869, -0.248755, 1.246700], [-2.066776, -1.309612, -0.028683], [-2.554006, 0.275592, 0.006143], [0.918974, 0.625496, 1.712827], [1.929719, 1.647126, -0.992018]],
  "forces_ev_per_a": [[1.255, -0.165, 1.617], [-0.837, 0.280, 2.094], [-0.827, -0.535, 0.052], [4.759, 0.332, -0.168], [-1.642, 0.067, -1.660], [-0.634, 1.291, 0.012], [-1.245, -0.157, -1.417], [0.060, -1.297, 0.255], [-0.899, 1.129, 0.465], [0.301, -0.235, -0.889], [-0.290, -0.710, -0.362]],
  "lowdin_charge": [-0.178, -0.202, -0.194, -0.330, 0.184, 0.281, 0.105, 0.069, 0.070, 0.104, 0.091],
  "relative_energy_kj_mol": 72.7,
  "total_charge": 0,
  "orbital_gap_ev": 9.58,
  "smiles": "COP(O)(O)=S",
  "e_lumo_ev": 0.250
}